Entry 1:
This record from the OMol25 dataset describes a structure of composition C46H45CoGeN8O3. The level of theory is ωB97M-V with the def2-TZVPD basis set.

## Properties
gap between HOMO and LUMO (alpha / beta)	4.303 / 4.175	eV
HOMO energy (alpha / beta)	-7.466 / -9.319	eV
ΔE to the lowest compared entry with this formula, charge and spin	6.8	kcal per mole
charge	+1
2S+1	4
expectation value of S²	3.798

Positions of all 104 atoms, in Å:
Co  -0.25481  -0.08585  0.70826
O  0.75182  3.64843  1.44604
C  0.67772  2.45229  1.26083
N  -0.41271  1.73526  0.83991
C  -1.62742  2.26599  0.51660
C  -2.02862  3.60718  0.54814
C  -3.32682  3.90955  0.21188
C  -4.24289  2.90876  -0.17443
C  -3.87268  1.58931  -0.24586
C  -2.55588  1.24620  0.09807
N  -1.99745  0.01047  0.15835
C  -2.61024  -1.16310  -0.22215
O  -3.62809  -1.28996  -0.86248
C  -1.81791  -2.30727  0.32417
C  -2.31845  -3.59700  0.31826
C  -1.57680  -4.61454  0.88322
C  -0.35109  -4.28735  1.45419
C  0.06114  -2.97131  1.45975
N  -0.63236  -1.97652  0.89157
C  1.83922  1.52172  1.42281
C  3.10304  2.01075  1.69310
C  4.17957  1.14153  1.69665
C  3.92936  -0.20120  1.44724
C  2.63190  -0.61950  1.23185
N  1.58267  0.20911  1.20550
H  -1.32975  4.36937  0.84967
H  -3.65484  4.93904  0.25794
H  -5.26271  3.18769  -0.40138
H  -4.57107  0.81806  -0.52991
H  -3.28396  -3.75694  -0.14135
H  -1.92918  -5.63587  0.88574
H  0.27771  -5.04785  1.89376
H  0.98095  -2.70615  1.96098
H  3.20720  3.07216  1.87027
H  5.18555  1.50016  1.86090
H  4.73269  -0.92320  1.42261
H  2.43214  -1.66527  1.05184
C  -6.79600  0.87003  -12.17049
O  -6.43630  -0.26378  -11.40302
C  -5.88011  -0.07566  -10.19253
C  -5.61543  1.16776  -9.62353
C  -5.01236  1.24775  -8.37947
C  -4.65843  0.10106  -7.67519
C  -4.95015  -1.14569  -8.24767
C  -5.55222  -1.23411  -9.47811
C  -3.94767  0.13118  -6.40561
N  -3.50347  -0.94851  -5.79637
C  -2.77855  -0.51241  -4.73199
C  -2.78918  0.87720  -4.67324
N  -3.55430  1.26503  -5.74166
C  -1.98252  1.61484  -3.75720
C  -1.94640  2.99034  -3.56362
C  -0.95393  3.53759  -2.75052
C  -0.00015  2.70835  -2.18322
N  -0.05678  1.38516  -2.28626
C  -1.04830  0.83319  -3.02561
C  -1.04555  -0.56894  -3.06132
N  -0.05839  -1.18524  -2.31774
C  -0.12294  -2.53614  -2.22575
C  -1.05728  -3.29130  -2.89007
C  -1.97474  -2.67846  -3.76104
C  -1.96835  -1.29525  -3.84440
H  -7.24878  0.48369  -13.07903
H  -5.91853  1.46899  -12.42813
H  -7.52245  1.49385  -11.64338
H  -5.87858  2.07798  -10.14279
H  -4.81707  2.23191  -7.97055
H  -4.68101  -2.03467  -7.69664
H  -5.78680  -2.19019  -9.92558
H  -3.78558  2.20848  -5.99716
H  -2.67019  3.62808  -4.05453
H  -0.89986  4.60459  -2.59228
H  0.84550  3.10621  -1.63050
H  0.61299  -3.01203  -1.59199
H  -1.05809  -4.36381  -2.75516
H  -2.66348  -3.24848  -4.36651
C  1.18228  -1.49652  -6.08832
C  2.62986  -1.18872  -5.71322
C  2.86777  0.25510  -5.26404
C  1.86496  0.79657  -4.24862
Ge  1.71422  -0.02072  -2.42565
C  2.75588  -1.71594  -2.20573
C  4.26943  -1.56034  -2.33873
C  4.99354  -2.89209  -2.10378
C  4.64514  -3.94846  -3.15134
H  1.10477  -2.50752  -6.48803
H  0.81293  -0.80684  -6.84928
H  0.52586  -1.43495  -5.21799
H  3.26568  -1.37781  -6.58110
H  2.94176  -1.87950  -4.92622
H  2.81318  0.90226  -6.14508
H  3.88373  0.34337  -4.87046
H  0.86770  0.80012  -4.69104
H  2.11030  1.84112  -4.04014
H  2.30688  0.94426  -1.36218
H  2.39159  -2.40837  -2.96450
H  2.53319  -2.16084  -1.23043
H  4.62894  -0.81558  -1.62019
H  4.51829  -1.19674  -3.33916
H  4.73704  -3.26915  -1.10822
H  6.07181  -2.71783  -2.12462
H  3.60285  -4.25805  -3.07739
H  5.26359  -4.83607  -3.02381
H  4.81879  -3.55979  -4.15619

Forces on the atoms, in the same order (eV/Å):
Co 0.16 -0.51 0.30
O 0.15 -0.16 0.01
C -0.32 0.25 -0.08
N -0.25 1.16 -0.08
C 0.38 -0.21 0.07
C -0.21 0.27 0.06
C 0.41 0.09 0.13
C -0.09 -0.43 -0.05
C -0.42 0.20 -0.07
C 0.40 -0.41 0.03
N -1.06 0.55 -0.35
C -0.33 0.10 -0.20
O 0.13 -0.09 0.21
C 0.34 -0.29 0.28
C -0.20 0.23 -0.14
C 0.33 0.12 0.08
C -0.27 -0.21 -0.08
C 0.23 0.18 0.00
N -0.38 -1.06 -0.21
C 0.25 -0.24 0.00
C -0.16 0.13 0.00
C -0.17 -0.23 -0.14
C 0.21 0.20 0.12
C -0.21 -0.20 -0.07
N 0.99 0.42 0.30
H 0.00 0.02 0.01
H -0.02 0.01 -0.03
H -0.01 0.00 -0.05
H 0.01 0.01 -0.06
H 0.00 -0.03 -0.02
H -0.04 -0.01 -0.02
H 0.00 0.04 0.10
H 0.02 0.07 -0.05
H 0.01 0.01 -0.03
H 0.01 0.00 0.05
H -0.02 -0.04 0.00
H -0.03 0.01 -0.08
C -0.02 0.10 -0.01
O -0.10 -0.14 -0.11
C 0.18 0.04 0.37
C -0.17 0.07 -0.28
C 0.11 -0.19 0.25
C -0.27 0.12 -0.36
C 0.05 0.15 0.13
C -0.10 0.06 -0.17
C 0.26 -0.26 0.42
N -0.16 -0.13 -0.18
C 0.00 0.81 0.00
C 0.06 -0.76 0.14
N -0.21 0.15 -0.14
C 0.07 0.54 -0.02
C 0.03 -0.37 -0.05
C 0.09 0.21 0.03
C -0.04 -0.03 -0.05
N -0.07 0.18 0.07
C -0.22 -0.26 0.03
C -0.32 0.21 -0.08
N 0.56 0.82 0.20
C -0.07 -0.65 -0.21
C 0.34 0.09 0.26
C -0.16 0.34 -0.22
C 0.14 -0.41 0.06
H 0.02 0.01 0.01
H -0.01 -0.01 0.02
H 0.01 -0.02 0.00
H 0.03 0.00 0.00
H 0.02 0.03 -0.01
H 0.00 -0.06 -0.02
H 0.04 -0.03 0.01
H 0.04 -0.01 -0.06
H 0.03 0.07 -0.02
H 0.03 0.02 0.00
H -0.02 0.07 0.04
H -0.01 -0.02 -0.03
H 0.04 -0.02 0.02
H -0.02 -0.04 0.01
C 0.15 -0.03 0.06
C -0.12 0.07 -0.05
C -0.04 -0.19 0.07
C 0.16 -0.20 0.27
Ge -0.22 -0.61 -0.56
C 0.17 0.45 -0.18
C -0.16 -0.20 0.19
C 0.02 0.12 -0.22
C 0.08 0.06 0.15
H -0.06 -0.01 -0.01
H -0.05 0.04 0.00
H -0.07 0.00 -0.04
H 0.08 -0.09 0.07
H 0.07 -0.02 -0.06
H 0.06 0.01 0.00
H 0.03 0.06 -0.08
H -0.04 -0.03 0.09
H -0.08 0.02 0.07
H -0.03 -0.09 0.13
H -0.08 -0.03 0.06
H -0.07 0.00 0.03
H 0.06 0.05 -0.05
H 0.05 0.07 0.03
H 0.07 0.02 0.05
H 0.02 -0.02 0.09
H -0.02 -0.02 -0.06
H -0.01 -0.03 -0.02
H -0.02 -0.02 -0.04

Löwdin population analysis, charges in e, atoms 1 to 99: atom 1 (Co): 0.64, atom 2 (O): 0.11, atom 3 (C): -0.41, atom 4 (N): 0.05, atom 5 (C): -0.16, atom 6 (C): 0.00, atom 7 (C): -0.03, atom 8 (C): -0.04, atom 9 (C): 0.02, atom 10 (C): -0.15, atom 11 (N): 0.06, atom 12 (C): -0.40, atom 13 (O): 0.13, atom 14 (C): -0.17, atom 15 (C): 0.02, atom 16 (C): -0.01, atom 17 (C): -0.02, atom 18 (C): -0.09, atom 19 (N): 0.04, atom 20 (C): -0.17, atom 21 (C): 0.03, atom 22 (C): -0.01, atom 23 (C): -0.02, atom 24 (C): -0.11, atom 25 (N): 0.03, atom 26 (H): 0.11, atom 27 (H): 0.12, atom 28 (H): 0.12, atom 29 (H): 0.11, atom 30 (H): 0.14, atom 31 (H): 0.12, atom 32 (H): 0.12, atom 33 (H): 0.10, atom 34 (H): 0.13, atom 35 (H): 0.12, atom 36 (H): 0.12, atom 37 (H): 0.09, atom 38 (C): -0.07, atom 39 (O): -0.07, atom 40 (C): -0.28, atom 41 (C): -0.01, atom 42 (C): -0.03, atom 43 (C): -0.16, atom 44 (C): -0.01, atom 45 (C): 0.01, atom 46 (C): -0.25, atom 47 (N): 0.19, atom 48 (C): -0.16, atom 49 (C): -0.12, atom 50 (N): 0.19, atom 51 (C): -0.08, atom 52 (C): 0.00, atom 53 (C): -0.06, atom 54 (C): -0.15, atom 55 (N): -0.03, atom 56 (C): -0.21, atom 57 (C): -0.21, atom 58 (N): -0.02, atom 59 (C): -0.18, atom 60 (C): -0.06, atom 61 (C): 0.00, atom 62 (C): -0.10, atom 63 (H): 0.10, atom 64 (H): 0.10, atom 65 (H): 0.10, atom 66 (H): 0.10, atom 67 (H): 0.11, atom 68 (H): 0.11, atom 69 (H): 0.12, atom 70 (H): 0.15, atom 71 (H): 0.12, atom 72 (H): 0.11, atom 73 (H): 0.12, atom 74 (H): 0.10, atom 75 (H): 0.11, atom 76 (H): 0.12, atom 77 (C): -0.09, atom 78 (C): -0.26, atom 79 (C): -0.27, atom 80 (C): -0.26, atom 81 (Ge): 1.00, atom 82 (C): -0.33, atom 83 (C): -0.28, atom 84 (C): -0.26, atom 85 (C): -0.11, atom 86 (H): 0.08, atom 87 (H): 0.08, atom 88 (H): 0.05, atom 89 (H): 0.11, atom 90 (H): 0.07, atom 91 (H): 0.11, atom 92 (H): 0.10, atom 93 (H): 0.06, atom 94 (H): 0.07, atom 95 (H): 0.00, atom 96 (H): 0.04, atom 97 (H): 0.04, atom 98 (H): 0.09, atom 99 (H): 0.09

***

Entry 2:
This record from the OMol25 dataset describes a structure of composition C46H45CuN5O2P2S2. The level of theory is ωB97M-V with the def2-TZVPD basis set.

## Properties
gap between HOMO and LUMO (alpha / beta)	7.719 / 6.587	eV
HOMO energy (alpha / beta)	-7.163 / -7.160	eV
ΔE to the lowest compared entry with this formula, charge and spin	2.9	kcal per mole
2S+1	2
expectation value of S²	0.757

Positions of all 103 atoms, in Å:
Cu  -0.51184  0.59189  0.81087
C  -0.95714  3.64559  1.22351
P  0.55863  2.76804  0.60332
C  2.01831  3.47116  1.42157
C  1.93932  4.14703  2.63536
C  3.09550  4.56179  3.28031
C  4.33958  4.29655  2.72581
C  4.42672  3.61070  1.52096
C  3.27264  3.19251  0.87408
C  0.61123  3.49493  -1.08726
C  -0.31494  3.01855  -2.02080
C  -0.36646  3.54888  -3.30273
C  0.51509  4.55502  -3.67588
C  1.43427  5.03913  -2.75645
C  1.47965  4.51771  -1.46826
C  -2.10870  2.91734  0.59557
C  -3.24575  3.34583  -0.04940
C  -3.94036  2.17651  -0.48290
C  -3.19659  1.09194  -0.07266
C  -3.43698  -0.38285  -0.15012
P  -1.76027  -1.23390  -0.21820
C  -2.19881  -2.91911  0.32235
C  -1.99943  -4.08343  -0.41310
C  -2.27099  -5.32677  0.14442
C  -2.71972  -5.42640  1.45280
C  -2.90902  -4.27201  2.20226
C  -2.65005  -3.03149  1.63918
C  -1.57168  -1.26420  -2.03471
C  -0.64976  -0.38234  -2.59541
C  -0.61147  -0.17765  -3.96950
C  -1.46028  -0.89524  -4.79923
C  -2.35763  -1.80592  -4.25141
C  -2.42999  -1.97341  -2.87582
N  -2.08470  1.53885  0.60280
H  -0.94284  4.69635  0.94494
H  -0.97795  3.55216  2.31202
H  0.97597  4.34062  3.08885
H  3.02414  5.08410  4.22701
H  5.24134  4.61357  3.23491
H  5.39803  3.39212  1.09121
H  3.33964  2.64082  -0.05550
H  -1.01676  2.24526  -1.73189
H  -1.10363  3.18136  -4.00758
H  0.47756  4.97102  -4.67631
H  2.11986  5.83015  -3.03994
H  2.18950  4.91556  -0.75499
H  -3.53808  4.37538  -0.21376
H  -4.88055  2.14770  -1.01814
H  -4.04592  -0.64271  -1.01230
H  -3.95659  -0.73749  0.74615
H  -1.63266  -4.03199  -1.43100
H  -2.12956  -6.22097  -0.45041
H  -2.91673  -6.39816  1.89049
H  -3.25094  -4.33927  3.22890
H  -2.79432  -2.13599  2.22925
H  0.05009  0.13263  -1.94457
H  0.08234  0.54777  -4.38282
H  -1.42669  -0.74840  -5.87243
H  -3.01739  -2.37265  -4.89743
H  -3.17847  -2.63588  -2.45884
C  -3.21062  -2.99588  6.24735
C  -2.17150  -2.25915  5.44071
C  -0.85532  -2.71005  5.39581
C  0.11627  -2.01488  4.69095
C  -0.23602  -0.86083  4.00657
C  -1.54985  -0.39934  4.02178
C  -2.50499  -1.09798  4.74493
S  0.98710  0.06997  3.11739
O  2.25759  -0.19749  3.73023
O  0.49614  1.42581  3.16683
N  0.89184  -0.41405  1.57249
C  1.37859  -1.67311  1.15452
C  2.37058  -2.40700  1.85302
C  2.82280  -3.60126  1.34428
C  2.30785  -4.08451  0.14428
C  1.34518  -3.31873  -0.46458
N  0.88630  -2.15905  0.01676
H  -3.15406  -2.70581  7.29909
H  -3.06056  -4.07554  6.19783
H  -4.21621  -2.76574  5.89515
H  -0.58162  -3.61293  5.93039
H  1.14557  -2.35229  4.67961
H  -1.80970  0.51145  3.48966
H  -3.52873  -0.73548  4.76496
H  2.78343  -1.99882  2.75789
H  3.58681  -4.15661  1.87561
H  2.64029  -5.01945  -0.29025
H  0.88680  -3.64191  -1.39931
C  3.00751  2.01397  -4.14341
N  2.57705  0.63646  -4.05756
C  2.62265  -0.21996  -5.23765
C  2.33993  -1.61406  -4.66607
N  2.58214  -1.40172  -3.24507
C  2.63509  -0.09075  -2.91215
S  2.74947  0.49148  -1.35946
H  2.46506  2.51511  -4.94523
H  4.08224  2.07993  -4.34491
H  2.78700  2.51153  -3.20385
H  3.60560  -0.16176  -5.71584
H  1.87103  0.08755  -5.96432
H  3.00980  -2.36895  -5.07191
H  1.31072  -1.92403  -4.85377
H  2.30300  -2.06235  -2.53996

Forces on the atoms, in the same order (eV/Å):
Cu 0.22 -0.33 -0.49
C 0.13 -0.22 0.02
P -0.39 0.56 -0.52
C 0.05 -0.30 0.09
C -0.06 0.06 -0.04
C 0.01 0.03 0.02
C -0.03 -0.03 -0.04
C -0.01 0.02 0.00
C 0.03 0.04 0.11
C -0.01 -0.13 -0.09
C 0.07 0.05 0.07
C 0.01 0.00 0.03
C -0.03 0.02 0.01
C 0.03 0.01 0.05
C -0.07 -0.04 0.02
C -0.27 -0.12 0.13
C 0.10 0.03 -0.05
C 0.02 0.01 -0.03
C 0.00 0.20 0.10
C 0.27 -0.05 0.17
P -0.97 0.39 -0.38
C 0.32 -0.04 0.25
C 0.03 0.00 -0.10
C -0.02 0.02 -0.01
C -0.01 0.03 0.03
C 0.00 0.01 -0.02
C -0.05 -0.05 -0.05
C 0.16 0.04 0.03
C 0.02 -0.15 0.12
C -0.04 0.05 -0.05
C 0.00 -0.04 0.05
C -0.01 -0.02 0.01
C -0.03 0.10 -0.07
N -0.46 0.65 -0.30
H 0.01 0.09 0.01
H -0.01 0.02 0.00
H 0.02 -0.01 0.01
H -0.01 -0.02 -0.04
H -0.02 0.00 0.00
H -0.08 -0.01 0.00
H 0.05 0.03 0.00
H -0.02 -0.03 -0.05
H 0.02 -0.02 0.04
H 0.00 -0.02 0.03
H -0.04 -0.03 0.03
H 0.02 0.00 -0.03
H 0.02 -0.13 0.04
H 0.09 -0.03 0.07
H -0.05 -0.08 -0.07
H 0.03 -0.03 -0.02
H 0.02 0.02 0.05
H 0.03 0.02 0.02
H 0.00 0.05 -0.03
H 0.02 0.04 -0.04
H 0.03 0.01 0.10
H -0.01 0.06 -0.07
H -0.08 -0.08 0.08
H -0.01 0.01 0.02
H 0.00 0.03 0.02
H 0.01 -0.02 0.01
C 0.07 0.05 -0.02
C -0.08 -0.04 -0.01
C 0.01 -0.01 -0.01
C -0.01 0.01 -0.05
C -0.08 -0.06 -0.01
C 0.10 -0.02 0.05
C -0.01 0.02 -0.08
S 0.13 -0.42 0.25
O 0.08 -0.06 -0.01
O -0.14 0.24 -0.34
N 0.83 -0.95 0.65
C 0.31 -0.02 0.29
C -0.18 0.29 -0.03
C -0.03 0.02 0.01
C 0.10 -0.12 0.02
C -0.25 0.20 -0.09
N -0.17 0.24 -0.10
H -0.01 -0.01 -0.01
H -0.01 0.03 -0.01
H 0.01 -0.03 0.01
H -0.01 0.02 -0.01
H -0.06 0.03 0.02
H 0.01 -0.09 0.06
H 0.07 -0.02 0.02
H 0.09 -0.03 0.06
H -0.02 0.04 0.00
H -0.03 0.08 0.02
H 0.02 0.00 0.06
C -0.07 -0.07 -0.05
N 0.16 0.00 -0.01
C 0.04 0.06 0.12
C -0.02 0.00 0.11
N -0.04 -0.09 -0.09
C 0.05 0.07 -0.13
S 0.08 -0.05 -0.01
H -0.02 -0.01 0.01
H 0.00 -0.01 0.01
H -0.02 0.01 0.04
H 0.03 0.00 0.02
H -0.02 0.03 -0.07
H 0.04 -0.03 -0.02
H -0.04 0.02 0.03
H 0.04 -0.02 0.09

Löwdin population analysis, charges in e, atoms 1 to 99: atom 1 (Cu): 0.32, atom 2 (C): -0.23, atom 3 (P): 1.08, atom 4 (C): -0.36, atom 5 (C): -0.08, atom 6 (C): -0.08, atom 7 (C): -0.08, atom 8 (C): -0.07, atom 9 (C): -0.12, atom 10 (C): -0.33, atom 11 (C): -0.09, atom 12 (C): -0.08, atom 13 (C): -0.11, atom 14 (C): -0.09, atom 15 (C): -0.08, atom 16 (C): -0.40, atom 17 (C): -0.06, atom 18 (C): -0.06, atom 19 (C): -0.39, atom 20 (C): -0.23, atom 21 (P): 1.10, atom 22 (C): -0.34, atom 23 (C): -0.10, atom 24 (C): -0.08, atom 25 (C): -0.08, atom 26 (C): -0.07, atom 27 (C): -0.09, atom 28 (C): -0.33, atom 29 (C): -0.10, atom 30 (C): -0.09, atom 31 (C): -0.08, atom 32 (C): -0.08, atom 33 (C): -0.10, atom 34 (N): -0.08, atom 35 (H): 0.10, atom 36 (H): 0.08, atom 37 (H): 0.10, atom 38 (H): 0.10, atom 39 (H): 0.10, atom 40 (H): 0.11, atom 41 (H): 0.03, atom 42 (H): 0.08, atom 43 (H): 0.11, atom 44 (H): 0.10, atom 45 (H): 0.10, atom 46 (H): 0.10, atom 47 (H): 0.10, atom 48 (H): 0.09, atom 49 (H): 0.09, atom 50 (H): 0.08, atom 51 (H): 0.09, atom 52 (H): 0.10, atom 53 (H): 0.10, atom 54 (H): 0.10, atom 55 (H): 0.08, atom 56 (H): 0.05, atom 57 (H): 0.09, atom 58 (H): 0.10, atom 59 (H): 0.10, atom 60 (H): 0.11, atom 61 (C): -0.05, atom 62 (C): -0.28, atom 63 (C): -0.03, atom 64 (C): -0.04, atom 65 (C): -0.26, atom 66 (C): -0.06, atom 67 (C): -0.05, atom 68 (S): 0.59, atom 69 (O): -0.29, atom 70 (O): -0.34, atom 71 (N): -0.21, atom 72 (C): -0.37, atom 73 (C): -0.01, atom 74 (C): -0.06, atom 75 (C): -0.08, atom 76 (C): -0.18, atom 77 (N): 0.07, atom 78 (H): 0.08, atom 79 (H): 0.08, atom 80 (H): 0.08, atom 81 (H): 0.12, atom 82 (H): 0.11, atom 83 (H): 0.11, atom 84 (H): 0.12, atom 85 (H): 0.08, atom 86 (H): 0.11, atom 87 (H): 0.10, atom 88 (H): 0.10, atom 89 (C): -0.05, atom 90 (N): -0.17, atom 91 (C): -0.12, atom 92 (C): -0.13, atom 93 (N): 0.04, atom 94 (C): -0.83, atom 95 (S): 0.72, atom 96 (H): 0.09, atom 97 (H): 0.10, atom 98 (H): 0.05, atom 99 (H): 0.12